# 1
Entry from OMol25: a single C11H24O2S molecule at a distorted geometry (ωB97M-V/def2-TZVPD).

Summary:
- Energy relative to the best compared isomer or geometry (same formula, charge and spin): 75.89 kJ/mol
- E_HOMO: -8.35 eV

```
38
C11H24O2S (ωB97M-V/def2-TZVPD)
C 5.597 -0.004 0.858
C -6.208 -0.698 0.133
C -4.138 -2.135 0.021
C 4.802 -0.276 -0.406
C 3.346 -0.416 -0.216
C 2.452 0.761 -0.462
C 1.016 0.715 0.034
C 0.165 1.580 -0.796
C -1.301 1.726 -0.327
C -1.979 0.472 0.033
C -4.764 -0.777 -0.123
O -4.103 2.042 0.524
O -4.398 -0.281 -1.453
S -3.608 0.737 1.003
H 5.420 0.953 1.210
H 6.672 -0.209 0.826
H 5.167 -0.665 1.660
H -6.426 0.357 0.215
H -6.567 -1.177 1.007
H -6.711 -0.942 -0.905
H -3.156 -2.187 -0.343
H -4.872 -2.805 -0.645
H -3.964 -2.484 1.018
H 5.035 0.587 -1.074
H 5.427 -1.112 -0.770
H 3.369 -0.956 0.828
H 3.105 -1.245 -0.811
H 2.490 0.766 -1.652
H 3.097 1.642 -0.176
H 0.984 1.114 1.148
H 0.579 -0.361 0.044
H 0.205 1.281 -1.784
H 0.631 2.636 -0.757
H -1.776 2.340 -0.990
H -1.071 2.171 0.671
H -2.237 -0.158 -0.774
H -1.510 -0.187 0.694
H -4.453 0.711 -1.562
```

These are the Mulliken partial charges, in e, on atoms 1 to 4: C -1.29; C -1.46; C -1.38; C -0.43


# 2
Entry from OMol25: a molecular structure, C11H25Cs2N3O11S2 at a distorted geometry (ωB97M-V/def2-TZVPD).

Summary:
- Energy relative to the best compared isomer or geometry (same formula, charge and spin): 153.56 kJ/mol
- E_HOMO: -8.79 eV

```
54
C11H25Cs2N3O11S2 (ωB97M-V/def2-TZVPD)
Cs 5.094 -8.693 12.322
Cs 6.460 -5.034 14.465
S 8.158 -8.923 13.842
O 8.064 -8.729 12.385
O 9.539 -9.244 14.132
O 7.743 -7.697 14.497
O 7.221 -9.952 14.290
C 8.166 -5.978 10.303
C 8.012 -7.070 9.283
O 7.912 -6.772 8.114
N 7.812 -8.303 9.749
C 7.356 -9.442 9.045
H 8.110 -6.305 11.341
H 7.297 -5.338 10.154
H 9.069 -5.381 10.175
H 7.780 -8.420 10.752
H 7.108 -9.055 8.057
H 6.419 -9.763 9.500
H 8.130 -10.208 9.001
C 11.034 -6.261 12.920
C 10.959 -6.015 14.428
O 11.122 -4.890 14.845
N 10.686 -7.036 15.222
C 10.561 -6.931 16.658
H 10.218 -5.834 12.337
H 10.852 -7.332 12.832
H 11.988 -5.946 12.497
H 10.367 -7.886 14.779
H 9.542 -6.581 16.820
H 11.205 -6.162 17.086
H 10.744 -7.893 17.136
C 7.263 -12.832 12.313
C 6.579 -13.359 13.542
O 5.976 -14.428 13.366
N 6.683 -12.665 14.705
C 6.010 -12.960 15.943
H 7.023 -13.449 11.447
H 8.323 -12.809 12.568
H 6.937 -11.797 12.216
H 7.020 -11.716 14.618
H 5.504 -13.917 15.819
H 5.224 -12.213 16.054
H 6.691 -13.008 16.793
C 11.562 -10.824 15.728
C 10.322 -11.674 15.561
O 10.370 -12.710 16.427
S 11.930 -13.133 16.785
O 12.491 -13.923 15.683
O 12.001 -13.610 18.152
O 12.314 -11.571 16.686
H 11.343 -9.784 15.972
H 12.247 -10.760 14.882
H 10.067 -11.955 14.539
H 9.443 -11.081 15.813
```

These are the Mulliken partial charges, in e, on atoms 1 to 4: Cs 1.03; Cs 1.04; S 0.80; O -1.01


# 3
Entry from OMol25: 2 unconnected molecules or ions with the total composition C11H26BFIN (ωB97M-V/def2-TZVPD).

Summary:
- E_HOMO: -7.22 eV

```
41
C11H26BFIN (ωB97M-V/def2-TZVPD)
F -3.270 -4.766 0.101
B -2.224 -5.533 0.615
I -0.231 -4.621 -0.407
H -2.011 -5.342 1.797
H -2.188 -6.679 0.228
C 0.747 3.534 -1.751
C -0.665 3.010 -1.518
C -0.893 2.389 -0.135
C 0.163 1.463 0.466
N 0.295 0.026 -0.013
C -0.444 -0.928 0.887
C -1.900 -0.826 0.471
C -1.845 -0.560 -1.050
C -0.373 -0.263 -1.342
C 1.749 -0.374 -0.111
C 2.509 -0.536 1.195
C 2.834 0.718 2.002
H 1.502 2.751 -1.648
H 0.847 3.938 -2.758
H 1.000 4.332 -1.049
H -0.941 2.324 -2.320
H -1.373 3.837 -1.604
H -1.883 1.938 -0.087
H -0.919 3.209 0.590
H -0.036 1.387 1.533
H 1.147 1.911 0.357
H -0.039 -1.902 0.620
H -0.256 -0.700 1.933
H -2.397 -0.013 1.003
H -2.422 -1.752 0.707
H -2.505 0.253 -1.347
H -2.137 -1.446 -1.609
H -0.166 0.546 -2.034
H 0.107 -1.167 -1.712
H 2.226 0.361 -0.764
H 1.743 -1.337 -0.619
H 3.446 -1.011 0.893
H 2.004 -1.276 1.818
H 3.242 1.510 1.371
H 3.585 0.479 2.753
H 1.971 1.119 2.534
```

These are the Mulliken partial charges, in e, on atoms 1 to 4: F -0.36; B 0.26; I -0.42; H -0.19


# 4
Entry from OMol25: a molecular structure, C11H26ClI2LaN2P2Se at a distorted geometry (ωB97M-V/def2-TZVPD).

Summary:
- Charge: +2
- Energy relative to the best compared isomer or geometry (same formula, charge and spin): 121.26 kJ/mol
- E_HOMO (spin up / spin down): -13.76 / -13.76 eV

```
46
C11H26ClI2LaN2P2Se (ωB97M-V/def2-TZVPD)
I 0.346 1.355 -4.273
I -0.395 3.075 -1.699
La 0.002 0.571 -0.186
P -2.831 -0.116 -0.151
C -3.707 1.021 0.953
C -3.324 0.277 -1.857
H -4.407 0.177 -1.984
H -4.469 -1.911 0.123
H -2.774 -0.401 -2.527
H -2.862 -2.489 -0.452
H -3.413 2.055 0.714
H -2.986 1.301 -2.079
C -3.385 -1.802 0.230
H -4.792 0.924 0.862
H -3.067 -2.042 1.256
H -3.402 0.819 1.993
P 2.828 -0.087 -0.141
C 3.684 1.050 0.981
C 3.399 -1.774 0.222
H 2.792 -0.369 -2.518
H 4.419 0.220 -1.971
H 2.983 1.325 -2.075
C 3.336 0.308 -1.842
H 2.883 -2.458 -0.468
H 4.483 -1.873 0.111
H 4.772 0.966 0.907
H 3.363 0.845 2.014
H 3.083 -2.035 1.242
H 3.379 2.081 0.740
Cl -0.003 -1.537 -1.624
C 2.706 -1.247 4.189
N 1.457 -0.581 4.532
C 1.239 0.221 5.644
C -0.083 0.522 5.677
N -0.686 -0.095 4.582
C -2.120 -0.139 4.323
C 0.281 -0.723 3.830
Se 0.052 -1.562 2.223
H 3.482 -0.988 4.918
H 3.045 -0.942 3.195
H 2.580 -2.335 4.192
H 2.036 0.497 6.320
H -0.625 1.108 6.403
H -2.663 -0.540 5.188
H -2.511 0.861 4.105
H -2.329 -0.783 3.466
```

These are the Mulliken partial charges, in e, on atoms 1 to 4: I 0.33; I -0.18; La 1.47; P 0.33


# 5
Entry from OMol25: a molecular structure, C11H26CoN4O7 at a distorted geometry (ωB97M-V/def2-TZVPD).

Summary:
- Charge: +1
- 2S+1: 5
- <S²>: 6.087
- E_HOMO (spin up / spin down): -10.21 / -12.93 eV

```
49
C11H26CoN4O7 (ωB97M-V/def2-TZVPD)
O -1.321 0.313 -3.428
H -1.615 1.098 -3.921
Co -0.231 0.087 -0.521
N -0.063 1.549 0.604
N 1.448 0.627 -1.084
N -1.349 -0.838 0.671
N -0.024 -1.620 -1.206
O -0.692 1.793 1.719
O -1.822 -0.388 1.833
O 0.901 -2.041 -2.076
O 2.402 -0.079 -1.624
C 1.772 1.913 -0.749
C 0.922 2.429 0.256
C -1.629 -2.129 0.364
C -0.862 -2.576 -0.744
C 1.039 3.701 1.004
H 1.384 3.549 2.037
H 0.067 4.206 1.057
H 1.749 4.374 0.515
C 2.993 2.504 -1.342
H 3.011 2.336 -2.426
H 3.908 2.063 -0.920
H 3.029 3.584 -1.164
C -2.588 -2.949 1.146
C -0.863 -3.944 -1.314
H -3.230 -2.320 1.768
H -2.061 -3.652 1.804
H -3.222 -3.540 0.475
H -0.363 -3.955 -2.288
H -1.894 -4.303 -1.429
H -0.341 -4.644 -0.646
H -1.405 0.622 1.861
H 1.615 -1.279 -2.011
C -1.586 0.659 -1.920
H -0.595 1.069 -1.594
H -2.039 -0.266 -1.541
H -2.340 1.450 -1.797
O -4.519 2.595 -1.135
H -5.272 2.010 -0.929
H -4.434 3.151 -0.339
C 1.732 -0.804 3.225
C 2.680 -0.705 2.055
O 2.034 -1.164 0.881
H 0.853 -0.171 3.073
H 2.230 -0.468 4.139
H 1.400 -1.837 3.374
H 2.993 0.342 1.923
H 3.572 -1.314 2.252
H 2.627 -1.036 0.112
```

These are the Mulliken partial charges, in e, on atoms 1 to 4: O -0.54; H 0.32; Co -1.52; N 1.06


# 6
Entry from OMol25: a molecular structure, C11H26CoN4O7S at a distorted geometry (ωB97M-V/def2-TZVPD).

Summary:
- Charge: +1
- 2S+1: 5
- <S²>: 6.131
- Energy relative to the best compared isomer or geometry (same formula, charge and spin): 445.82 kJ/mol
- E_HOMO (spin up / spin down): -8.73 / -11.56 eV

```
50
C11H26CoN4O7S (ωB97M-V/def2-TZVPD)
O -1.316 -0.579 -3.568
H -0.891 -0.769 -4.412
Co 0.498 0.121 -0.136
N 1.659 -1.146 -0.871
N -0.602 -1.554 -0.254
N 0.995 1.920 -0.029
N -1.074 1.123 0.504
O 2.832 -0.687 -0.856
O 2.323 2.141 -0.152
O -2.030 0.509 1.218
O -1.708 -1.750 0.378
C -0.086 -2.661 -0.832
C 1.227 -2.366 -1.300
C 0.192 2.967 0.252
C -1.075 2.467 0.687
C 2.017 -3.196 -2.248
H 1.750 -2.971 -3.303
H 1.806 -4.263 -2.107
H 3.102 -3.027 -2.121
C -0.775 -3.967 -0.719
H -1.776 -3.938 -1.170
H -0.917 -4.246 0.336
H -0.194 -4.774 -1.190
C 0.580 4.392 0.138
C -2.160 3.216 1.434
H 1.193 4.574 -0.750
H 1.139 4.784 1.002
H -0.303 5.045 0.048
H -2.971 2.533 1.742
H -2.602 4.017 0.814
H -1.753 3.681 2.356
H 2.678 1.226 -0.320
H -1.985 -0.494 0.829
C -3.133 -0.171 -3.021
H -3.046 -1.248 -3.269
H -2.650 0.824 -3.137
H -3.551 -0.181 -1.982
O -0.020 0.434 -1.720
H -0.655 -0.137 -2.960
H -0.116 1.423 -1.792
C 1.982 -1.535 3.271
S 0.536 -0.678 2.754
C 0.687 0.862 3.614
O 1.277 -0.260 1.427
H 1.920 -1.719 4.346
H 2.862 -0.923 2.980
H 2.006 -2.494 2.708
H 1.565 1.419 3.225
H -0.240 1.451 3.475
H 0.804 0.608 4.681
```

These are the Mulliken partial charges, in e, on atoms 1 to 4: O -0.46; H 0.18; Co -1.44; N 1.22